The following is a DFT calculation (wB97M-V/def2-TZVPD) of 4 unconnected molecules or ions with the total composition C25H26BCl2F4NO2 at a distorted geometry.

ORCA input file:
```
! RIJCOSX wB97M-V def2-TZVPD def2/J DEFGRID3
* xyz 0 1
Cl 1.54 -0.75 -0.73
C 0.94 0.73 -0.12
N 0.82 0.79 1.21
F -4.89 -3.00 3.13
C 0.37 1.94 1.72
Cl 0.26 1.96 3.42
C 0.00 3.06 0.95
C 0.12 2.97 -0.45
C 0.61 1.79 -0.99
H -0.37 3.93 1.47
H -0.16 3.82 -1.08
H 0.77 1.63 -2.06
C 0.42 -6.27 2.56
C -0.64 -5.24 2.95
C -0.98 -5.39 4.44
C -0.03 -3.81 2.69
O -1.01 -2.73 2.66
B -1.99 -3.04 1.79
C -2.76 -1.95 1.00
C -2.66 -1.97 -0.40
C -3.32 -1.03 -1.17
C -4.09 -0.07 -0.52
C -4.90 0.86 -1.37
F -5.88 1.53 -0.69
F -4.14 1.79 -2.00
F -5.54 0.13 -2.34
C -4.17 0.00 0.87
C -3.51 -0.96 1.63
C -6.57 -2.91 3.80
C -6.01 -3.83 4.84
C -6.75 -3.15 2.42
C -7.37 -2.25 1.51
C -6.95 -2.23 0.18
C -6.08 -3.19 -0.32
C -5.49 -4.11 0.52
C -5.84 -4.15 1.87
O -2.37 -4.32 1.45
C -1.93 -5.50 2.13
H 0.60 -6.14 1.49
H 1.35 -6.04 3.10
H 0.10 -7.29 2.80
H -1.33 -6.42 4.64
H -0.07 -5.21 5.03
H -1.75 -4.66 4.73
H 0.65 -3.53 3.52
H 0.49 -3.80 1.70
H -2.09 -2.73 -0.93
H -3.28 -1.01 -2.26
H -4.72 0.80 1.34
H -3.57 -0.97 2.72
H -7.44 -2.36 4.20
H -6.19 -3.42 5.84
H -6.38 -4.87 4.74
H -4.91 -3.93 4.80
H -7.93 -1.39 1.91
H -7.29 -1.45 -0.49
H -5.87 -3.27 -1.38
H -4.84 -4.92 0.19
H -5.55 -5.00 2.48
H -1.81 -6.26 1.35
H -2.78 -5.87 2.74
*
```

Kohn-Sham gap (eV): 7.53
Total energy (eV): -68521.9554
Maximum force (eV/Å): 4.835